17
Properties=species:S:1:pos:R:3 method="wB97M-V/def2-TZVPD" energy_ha=-400.52423 relative_energy_kcal_mol=37.92 max_force_ev_per_a=4.228 total_charge=+1 multiplicity=1 homo_lumo_gap_ev=12.458 lumo_energy_ev=-3.3 homo_energy_ev=-15.81
C 1.23144 -0.98068 0.57965
C 0.59927 -0.02897 -0.47115
C 0.09706 1.08056 0.26222
N -1.13009 1.17747 0.66624
O 1.52505 0.49478 -1.43628
O -2.47397 -0.88633 -0.21960
O 0.91700 2.01208 0.50234
H 0.47201 -1.40695 1.22514
H 1.51563 -1.84411 0.06432
H 1.98083 -0.51756 1.17499
H -0.22993 -0.58330 -1.01785
H -1.83399 0.32617 0.51329
H -1.38014 2.00477 1.19245
H -1.81428 -0.96092 -0.88165
H 1.98316 -0.10829 -1.97263
H -3.22506 -1.45698 -0.30530
H 1.76603 1.67825 0.12384

***

41
Properties=species:S:1:pos:R:3 method="wB97M-V/def2-TZVPD" energy_ha=-1581.97645 max_force_ev_per_a=0.760 multiplicity=1 homo_lumo_gap_ev=8.862 lumo_energy_ev=0.5 homo_energy_ev=-8.41
C 3.81189 2.49368 0.51339
C 2.77573 1.55663 -0.09890
C 2.01441 2.24663 -1.22686
C 3.46999 0.28058 -0.60996
N 2.56709 -0.64853 -1.24942
C 1.63896 -1.43163 -0.66690
S 0.54654 -2.24694 -1.59792
N 1.68208 -1.58987 0.68918
N 0.70066 -2.29241 1.36262
C -0.61449 -1.87735 1.42794
O -1.48649 -2.64476 1.75408
C -0.82676 -0.43531 1.15946
C -0.16341 0.57114 1.79348
S -0.69530 2.12649 1.28112
C -1.82215 1.40803 0.17374
C -1.78986 0.04996 0.22606
C -2.67345 -0.80923 -0.61733
C -3.30108 0.00749 -1.74526
C -3.85027 1.32984 -1.21469
C -2.70664 2.21360 -0.71215
H 4.35422 2.00203 1.31826
H 4.52953 2.81153 -0.23967
H 3.32490 3.37682 0.91799
H 2.05218 1.27952 0.67434
H 1.53702 3.14918 -0.85441
H 1.23846 1.59491 -1.62207
H 2.68955 2.52018 -2.03509
H 3.98728 -0.22273 0.21372
H 4.22347 0.55624 -1.35124
H 2.44393 -0.55948 -2.24672
H 2.23605 -0.95564 1.24879
H 0.81954 -3.30214 1.37454
H 0.56459 0.49681 2.57834
H -2.09355 -1.63907 -1.02624
H -3.44904 -1.24229 0.02088
H -4.09926 -0.57023 -2.21296
H -2.54493 0.21167 -2.50648
H -4.39996 1.85478 -1.99774
H -4.53983 1.12827 -0.39250
H -3.09565 3.08141 -0.17398
H -2.12770 2.59008 -1.56301

***

80
Properties=species:S:1:pos:R:3 method="wB97M-V/def2-TZVPD" energy_ha=-4975.99156 max_force_ev_per_a=2.754 multiplicity=1 homo_lumo_gap_ev=8.354 lumo_energy_ev=-0.4 homo_energy_ev=-8.78
C 4.81890 -3.22887 3.79538
C 3.43969 -3.05535 4.58560
N 3.21360 -1.59320 4.73711
C 1.81963 -1.21796 4.63933
C 0.84964 -1.60029 5.51798
C -0.60456 -1.06280 5.28812
O -1.32032 -0.75861 6.20998
C -1.00277 -0.91640 3.77572
C -2.37431 -1.16869 3.36235
C -3.55493 -1.59678 4.28045
C -3.93698 -3.11841 3.98325
O -2.91405 -3.81774 3.24720
C -4.36495 -3.93479 5.26162
N -3.60903 -3.60103 6.49606
C -2.66113 -1.04099 1.92325
C -1.61611 -0.68318 0.94824
B -2.11412 -0.60541 -0.58849
N -2.53882 0.62213 -1.26609
O -2.14155 -1.84375 -1.30644
C -0.21861 -0.40829 1.35838
C 0.85357 0.01126 0.32856
Br 2.50803 -1.11769 0.41922
C 1.25455 1.55955 0.45365
C 1.31718 2.27413 -0.94563
C 0.05255 -0.52713 2.80470
C 1.45587 -0.26477 3.43669
O 2.21595 0.60433 3.09925
H 4.71426 -3.92722 2.92127
H 5.20480 -2.26138 3.39301
H 5.63027 -3.65355 4.45198
H 2.59080 -3.54993 4.05944
H 3.61891 -3.49889 5.59962
H 3.66209 -1.21206 5.56788
H 1.13722 -2.24483 6.37777
H -4.44676 -0.99055 3.94108
H -3.42017 -1.36445 5.36157
H -4.83466 -3.10987 3.29961
H -2.21757 -4.01807 3.89770
H -5.47172 -3.89602 5.44197
H -4.14165 -5.02152 5.02566
H -4.20523 -3.90259 7.27292
H -2.74760 -4.14318 6.55686
H -3.69871 -1.25507 1.55671
H -3.27956 1.11022 -0.75294
H -3.00293 0.30749 -2.13259
H -3.06988 -1.99881 -1.56546
H 0.51525 -0.10405 -0.73922
H 2.30844 1.54656 0.85010
H 0.61493 2.06696 1.21544
H 1.34437 3.38732 -0.77595
H 0.48629 1.99787 -1.64121
H 2.30458 2.02239 -1.42811
C -1.37228 0.65116 -6.18829
C -1.55858 1.78204 -5.19764
O -2.82540 2.43226 -5.40338
C -3.88088 1.85446 -4.82458
O -3.83694 0.85379 -4.16409
C -5.14430 2.67611 -5.08638
F -5.22967 3.08837 -6.36299
F -5.18044 3.78043 -4.31784
F -6.26248 1.98533 -4.82791
H -1.49395 1.01400 -7.21104
H -0.38043 0.20920 -6.08524
H -2.11812 -0.13121 -6.03610
H -0.79004 2.53757 -5.35524
H -1.46216 1.43449 -4.16715
C 6.11044 2.16786 -5.66690
C 5.91400 3.29226 -4.67101
O 4.66571 3.96602 -4.90495
C 3.58333 3.39953 -4.36151
O 3.58530 2.39440 -3.71271
C 2.33756 4.23924 -4.64429
F 2.28093 4.66893 -5.91727
F 2.28990 5.33657 -3.86792
F 1.20834 3.55175 -4.41312
H 6.02394 2.54211 -6.68902
H 7.09172 1.70885 -5.54029
H 5.34828 1.39649 -5.54317
H 6.69841 4.03884 -4.79832
H 5.97506 2.93318 -3.64220

***

67
Properties=species:S:1:pos:R:3 method="wB97M-V/def2-TZVPD" energy_ha=-3096.93806 relative_energy_kcal_mol=59.24 max_force_ev_per_a=3.286 total_charge=-2 multiplicity=8 homo_lumo_gap_ev="5.274 / 5.603" s_squared=15.760 lumo_energy_ev="4.2 / 4.2" homo_energy_ev="-1.06 / -1.39"
Eu 10.37714 9.65394 13.11492
C 12.63866 7.37617 13.17197
C 13.35643 8.59090 12.82631
C 13.31419 9.49162 13.93115
C 12.64586 8.74289 15.01078
C 12.26404 7.45567 14.52609
C 11.80008 6.36781 15.42339
C 12.55077 9.39058 16.34954
C 13.77294 10.94601 14.11909
C 14.12152 8.79027 11.51796
C 12.34384 6.16558 12.26946
H 11.11137 6.67259 16.28148
H 12.60551 5.84268 15.89666
H 11.16279 5.59584 14.99063
H 11.61373 9.12439 16.90551
H 12.58651 10.52386 16.23422
H 13.37880 9.03649 16.92775
H 14.51162 11.13390 13.35163
H 14.17662 11.05695 15.10032
H 12.87796 11.61668 14.04472
H 15.20633 8.91836 11.80258
H 13.75234 9.71317 11.00406
H 14.09216 7.97123 10.77955
H 12.14301 6.36332 11.24536
H 11.43277 5.66875 12.61650
H 13.13903 5.38331 12.36918
S 10.46799 12.56740 11.78578
C 10.64743 11.43548 10.52498
N 11.08824 10.22355 10.68993
C 11.14090 9.52757 9.53646
C 11.60006 8.22370 9.49872
C 11.65500 7.55979 8.27258
C 11.02292 8.11110 7.14959
C 10.50436 9.44678 7.21196
C 10.68810 10.13639 8.35346
S 10.18559 11.78711 8.83002
H 11.99421 7.76456 10.39719
H 12.05148 6.46848 8.08709
H 10.94965 7.59993 6.16925
H 10.00107 9.90657 6.37964
C 8.32652 12.94340 14.63949
N 8.90282 12.13170 15.70500
C 9.35300 10.81122 15.53520
C 9.54274 10.43495 16.81977
N 9.24188 11.49072 17.72699
C 8.83087 12.53808 17.00386
S 8.43328 14.15195 17.43579
H 7.75592 13.78045 15.09217
H 7.69971 12.35119 14.02104
H 9.15098 13.31510 13.98691
H 9.27486 7.10632 13.21596
H 9.91800 9.51552 17.28848
H 9.08867 11.25949 18.69495
C 6.67107 8.32187 11.73658
C 7.45657 7.29093 12.46130
C 6.46075 6.89508 13.58161
C 7.74392 6.03232 11.51112
N 8.68835 7.83871 12.92948
H 5.89333 7.88070 11.05310
H 7.33381 9.12242 11.29972
H 5.97301 8.84694 12.52572
H 5.45745 6.72561 13.20975
H 6.34271 7.87985 14.11370
H 6.94475 6.28077 14.33076
H 6.79149 5.63890 11.04352
H 8.14821 5.24534 12.21889
H 8.47516 6.03543 10.73397

***

98
Properties=species:S:1:pos:R:3 method="wB97M-V/def2-TZVPD" energy_ha=-2553.32295 relative_energy_kcal_mol=0.00 max_force_ev_per_a=0.993 total_charge=+2 multiplicity=1 homo_lumo_gap_ev=6.805 lumo_energy_ev=-6.1 homo_energy_ev=-12.87
Hf -0.10532 0.83290 0.78728
C -0.52314 0.21598 5.35505
C -0.09316 0.29321 4.02878
N -0.91340 0.50785 3.01118
C -2.23859 0.62721 3.26575
C -2.75913 0.59304 4.56475
C -1.85789 0.38871 5.62338
C -4.17573 0.73054 4.76590
C -5.01089 0.84157 3.71374
C -4.50751 0.81581 2.36723
C -5.34856 0.84176 1.23921
C -4.79724 0.75432 -0.01093
C -3.40303 0.67107 -0.13776
N -2.58232 0.67258 0.90177
C -3.13098 0.72641 2.14217
H 0.19620 0.02999 6.13847
H 0.95556 0.17065 3.78931
H -2.22942 0.35246 6.63927
H -4.55583 0.72592 5.77745
H -6.07841 0.92856 3.86041
H -6.42045 0.91470 1.37209
H -5.41063 0.74865 -0.90001
H -2.93333 0.61543 -1.11217
C 2.02592 0.47865 0.37855
Si 2.36075 -1.23204 -0.27778
C 1.07503 -2.19744 0.73043
N -0.30748 -1.60015 0.69110
C -0.96303 -1.99276 -0.63334
C -2.23579 -2.80741 -0.47639
C -1.96291 -4.07154 0.32582
C -1.34005 -3.71021 1.68458
C -1.09306 -2.21221 1.81620
C 4.03850 -1.88901 0.20582
C 5.05849 -1.93245 -0.74798
C 6.33595 -2.35879 -0.41358
C 6.61513 -2.75575 0.88378
C 5.61812 -2.72271 1.84773
C 4.34639 -2.28991 1.50896
C 2.13379 -1.41044 -2.11733
C 2.04262 -2.68786 -2.68023
C 1.98999 -2.86692 -4.05365
C 2.04558 -1.76352 -4.89463
C 2.14757 -0.48970 -4.35894
C 2.18740 -0.31752 -2.98180
H 2.42403 1.26475 -0.27502
H 2.62616 0.51031 1.29625
H 1.41953 -2.13312 1.76961
H 1.01675 -3.26209 0.49476
H -0.23014 -2.58233 -1.18239
H -1.13701 -1.09711 -1.22344
H -2.58612 -3.05453 -1.48077
H -3.03064 -2.21157 -0.01852
H -1.27686 -4.70063 -0.24553
H -2.87409 -4.65349 0.45680
H -0.41551 -4.26057 1.85511
H -2.00463 -3.99237 2.50386
H -0.54471 -2.00996 2.73638
H -2.04621 -1.68524 1.87979
H 4.85432 -1.64113 -1.77067
H 7.10951 -2.38819 -1.16769
H 7.60739 -3.09775 1.14337
H 5.83240 -3.04181 2.85806
H 3.58866 -2.27889 2.28533
H 2.03892 -3.56555 -2.04208
H 1.92777 -3.86389 -4.46802
H 2.02053 -1.89970 -5.96717
H 2.19746 0.37029 -5.01435
H 2.26565 0.68707 -2.58319
N -0.58906 5.25273 1.06639
C -1.59877 5.05267 0.14852
C -1.68874 3.71021 -0.02684
N -0.76180 3.08150 0.78074
C -0.11826 4.04633 1.41375
C 0.96952 3.67143 2.28984
N 1.24534 2.39044 2.41117
C 2.34783 2.32590 3.23010
C 2.71893 3.58143 3.59820
N 1.82989 4.43520 2.99072
H -0.27163 6.15059 1.39406
H -2.13918 5.87113 -0.28798
H -2.33361 3.15600 -0.68056
H 2.82851 1.39928 3.48650
H 3.51888 3.93800 4.21868
H 1.84755 5.43899 3.06383
N -1.24982 1.68655 -9.27261
C -1.14682 1.61008 -8.13285
C -1.02659 1.51644 -6.70259
C -1.31303 0.31151 -6.06535
C -1.20262 0.22462 -4.69104
C -0.81179 1.34036 -3.94836
C -0.52168 2.54236 -4.59408
C -0.62645 2.63102 -5.96933
C -0.68408 1.23057 -2.52671
C -0.59023 1.12845 -1.31743
H -1.61121 -0.54798 -6.64917
H -1.39644 -0.71384 -4.19041
H -0.20405 3.39979 -4.01727
H -0.39946 3.55613 -6.48008

***

Question: Look up the multiplicity of the second one.
Answer: 1